#w
# C2H11NO5

A molecular structure, C2H11NO5 (ωB97M-V/def2-TZVPD, the Open Molecules 2025 dataset).

Cartesian coordinates (Å):
H (-0.19248, -0.95379, -1.05888)
O (-0.12977, -1.87566, -0.68738)
N (-0.49000, 0.23252, -1.03150)
H (0.46401, -2.21084, -1.37378)
H (-1.36506, 0.44694, -1.50269)
H (0.21323, 0.86956, -1.40560)
C (-0.57195, 0.50156, 0.43792)
H (-0.96818, 1.48772, 0.62539)
H (-1.23410, -0.23148, 0.88377)
C (0.85642, 0.33267, 1.07459)
O (1.42048, 1.30996, 1.53846)
O (1.28356, -0.85075, 0.93110)
H (0.59228, -1.55211, 0.25096)
O (-2.83034, -1.99781, -0.47142)
H (-1.87116, -2.18556, -0.56021)
H (-3.15869, -2.30992, -1.31818)
O (0.90536, 2.79114, -0.68839)
H (1.35051, 3.60360, -0.95404)
H (1.48546, 2.47242, 0.03228)

Computed properties:
Orbital gap ... 10.1 eV
Lowest unoccupied orbital energy ... 0.273 eV
HOMO ... -9.85 eV

---

#x
# C2H11NO5

4 unconnected molecules or ions with the total composition C2H11NO5 (ωB97M-V/def2-TZVPD, the Open Molecules 2025 dataset).

Cartesian coordinates (Å):
O (1.34061, -0.92900, 2.12757)
C (0.51685, 0.00268, 1.97294)
O (1.09223, 1.28562, 1.73421)
C (-0.41123, -0.23284, 0.60492)
N (-0.68302, -1.61654, 0.56652)
H (-0.19513, 0.12006, 2.81599)
H (0.06044, 0.23296, -0.29012)
H (-1.36225, 0.26602, 0.83393)
H (-1.05536, -1.86878, -0.36549)
H (0.13808, -2.16395, 0.79817)
H (-0.14922, 1.69435, -1.14106)
H (-1.55427, 1.00528, -2.38750)
O (-0.85347, 0.51058, -1.93070)
H (0.55012, 2.23279, 0.15334)
H (1.90042, 1.39766, 2.25676)
O (0.26606, 2.50452, -0.73789)
H (-0.48014, -0.94102, -2.21032)
H (0.90919, -1.65423, -2.46381)
O (-0.02992, -1.84617, -2.33746)

Computed properties:
Orbital gap ... 4.8 eV
Lowest unoccupied orbital energy ... -5.118 eV
HOMO ... -9.90 eV

---

Most favorable first, least favorable last: #w, #x

---

#w
# C3H7O2

A gas-phase ion, C3H7O2 (charge -1) (ωB97M-V/def2-TZVPD, the Open Molecules 2025 dataset).

Cartesian coordinates (Å):
C (-0.21067, 0.85979, 1.41766)
O (-0.49094, -0.44037, 0.96551)
C (-0.65526, -0.54331, -0.54824)
C (0.82256, -0.54258, -1.10308)
O (-1.41476, 0.36635, -1.04604)
H (0.68813, 1.25253, 0.95306)
H (-1.11711, 1.44671, 1.14751)
H (-0.09066, 0.85061, 2.50739)
H (-1.08225, -1.60260, -0.60663)
H (1.52289, -0.05828, -0.41865)
H (0.84316, -0.01917, -2.06221)
H (1.18489, -1.56969, -1.20628)

Computed properties:
Orbital gap ... 7.2 eV
Lowest unoccupied orbital energy ... 4.545 eV
HOMO ... -2.64 eV
Net charge ... -1

---

#x
# C3H7O2

A gas-phase ion, C3H7O2 (charge -1) (ωB97M-V/def2-TZVPD, the Open Molecules 2025 dataset).

Cartesian coordinates (Å):
C (-1.28729, -0.91241, 1.12734)
O (-0.88672, 0.29408, 0.63278)
C (0.72387, 0.23264, 0.11906)
C (0.67700, 0.85267, -1.33764)
O (1.20112, -0.91059, 0.24782)
H (-0.42291, -1.23834, 1.80273)
H (-2.22361, -0.81659, 1.61707)
H (-1.42079, -1.66320, 0.26789)
H (1.24143, 1.10298, 0.65060)
H (0.38199, 1.92088, -1.44843)
H (0.24020, 0.23526, -2.15111)
H (1.77571, 0.90262, -1.52811)

Computed properties:
Orbital gap ... 7.6 eV
Lowest unoccupied orbital energy ... 4.681 eV
HOMO ... -2.94 eV
Net charge ... -1

---

Most favorable first, least favorable last: #w, #x

---

#w
# C3H7O2

3 unconnected molecules or ions with the total composition C3H7O2 (ωB97M-V/def2-TZVPD, the Open Molecules 2025 dataset).

Cartesian coordinates (Å):
C (-0.66872, 0.19175, 2.08475)
O (-1.01242, -0.28110, 3.16200)
H (-1.30829, 0.96063, 1.68989)
H (-0.19186, -0.46811, 1.27810)
H (2.84008, -0.84060, -0.14102)
C (-0.51114, -0.46201, -1.47670)
C (-0.50056, 0.94985, -1.25869)
O (0.08647, 1.59576, -0.28078)
H (-0.77404, -0.77635, -2.46903)
H (0.13614, -1.12314, -0.93020)
H (-1.14816, 1.63014, -1.93934)
H (3.05250, -1.37683, 0.28101)

Computed properties:
Orbital gap ... 6.8 eV
Lowest unoccupied orbital energy ... 4.150 eV
HOMO ... -2.61 eV
Net charge ... -1

---

#x
# C3H7O2

3 unconnected molecules or ions with the total composition C3H7O2 (ωB97M-V/def2-TZVPD, the Open Molecules 2025 dataset).

Cartesian coordinates (Å):
C (1.12920, 1.17628, -0.29586)
O (2.20601, 1.68864, -0.48953)
H (0.88833, 0.59872, 0.60895)
H (0.18826, 1.36845, -0.83816)
H (-1.50374, -0.86278, 2.87759)
C (-0.22030, -1.73137, -0.29595)
C (-1.35396, -0.94505, -0.13586)
O (-1.42344, 0.16909, 0.45481)
H (-0.15343, -2.61529, -0.91783)
H (0.65136, -1.57450, 0.33733)
H (-2.30345, -1.39975, -0.50095)
H (-1.65227, -1.56325, 3.05496)

Computed properties:
Orbital gap ... 6.8 eV
Lowest unoccupied orbital energy ... 4.205 eV
HOMO ... -2.57 eV
Net charge ... -1

---

#y
# C3H7O2

3 unconnected molecules or ions with the total composition C3H7O2 (ωB97M-V/def2-TZVPD, the Open Molecules 2025 dataset).

Cartesian coordinates (Å):
C (1.29429, 2.49849, 0.50672)
O (2.30189, 3.09890, 0.20621)
H (0.28120, 2.89418, 0.34660)
H (1.33883, 1.52761, 1.02646)
H (-2.09444, -3.16434, -2.46968)
C (0.44001, -0.88190, -0.00356)
C (-0.50390, -0.34436, 0.83878)
O (-1.18230, 0.71667, 0.64343)
H (0.92331, -1.80876, 0.28345)
H (0.56740, -0.48292, -0.99597)
H (-0.61146, -0.75564, 1.85449)
H (-2.75483, -3.29792, -2.23694)

Computed properties:
Orbital gap ... 6.7 eV
Lowest unoccupied orbital energy ... 4.183 eV
HOMO ... -2.47 eV
Net charge ... -1

---

Most favorable first, least favorable last: #y, #x, #w

---

#w
# C3H7O2

A gas-phase ion, C3H7O2 (charge -1) (ωB97M-V/def2-TZVPD, the Open Molecules 2025 dataset).

Cartesian coordinates (Å):
C (-1.28503, 1.37059, 0.09547)
O (-0.81761, 0.09479, -0.26166)
C (0.65659, -0.04244, -0.00370)
C (0.84864, -1.59286, -0.11566)
O (1.06905, 0.53318, 1.08103)
H (-0.53779, 2.12530, -0.13848)
H (-2.19513, 1.54101, -0.48477)
H (-1.51847, 1.42864, 1.15315)
H (1.10391, 0.40413, -0.94590)
H (1.14303, -1.84265, -1.13002)
H (-0.08589, -2.06405, 0.18783)
H (1.61868, -1.95564, 0.56272)

Computed properties:
Orbital gap ... 7.1 eV
Lowest unoccupied orbital energy ... 4.578 eV
HOMO ... -2.53 eV
Net charge ... -1

---

#x
# C3H7O2

A molecular structure, C3H7O2 (ωB97M-V/def2-TZVPD, the Open Molecules 2025 dataset).

Cartesian coordinates (Å):
C (-0.24588, -1.12231, -0.63644)
O (0.60973, -1.26212, 0.47060)
C (-0.08286, 0.34402, -1.18362)
C (-0.12994, 1.28241, 0.04764)
O (-0.10888, 0.65109, 1.28735)
H (-1.28624, -1.23302, -0.28859)
H (0.03447, -1.86746, -1.38634)
H (0.88594, 0.35427, -1.70708)
H (-0.92666, 0.60380, -1.83717)
H (-1.04843, 1.87371, -0.09907)
H (0.73104, 1.96720, -0.04586)
H (0.34295, -0.34506, 1.05964)

Computed properties:
Orbital gap ... 7.6 eV
Lowest unoccupied orbital energy ... 4.694 eV
HOMO ... -2.87 eV
Net charge ... -1

---

#y
# C3H7O2

3 unconnected molecules or ions with the total composition C3H7O2 (ωB97M-V/def2-TZVPD, the Open Molecules 2025 dataset).

Cartesian coordinates (Å):
C (-2.66339, 1.57928, 0.26616)
O (-3.60355, 2.31083, 0.50989)
H (-1.93410, 1.78199, -0.52086)
H (-2.57705, 0.65752, 0.85997)
H (2.22623, -3.56482, 3.32189)
C (1.76052, -0.30696, -1.31211)
C (0.62381, 0.39697, -0.97908)
O (-0.58327, 0.03803, -0.82959)
H (2.56152, 0.32807, -1.69050)
H (1.69179, -1.31790, -1.71059)
H (0.81185, 1.48400, -0.76697)
H (1.68564, -3.38700, 2.85179)

Computed properties:
Orbital gap ... 6.5 eV
Lowest unoccupied orbital energy ... 3.962 eV
HOMO ... -2.55 eV
Net charge ... -1

---

#z
# C3H7O2

A gas-phase ion, C3H7O2 (charge -1) (ωB97M-V/def2-TZVPD, the Open Molecules 2025 dataset).

Cartesian coordinates (Å):
O (-1.38737, -0.76291, 1.41355)
C (-0.93111, 0.46714, 1.10363)
C (-0.20494, 0.49316, -0.31325)
C (0.63896, -0.74854, -0.43593)
O (1.57380, -0.82068, -1.51142)
H (-1.72229, 1.26641, 1.09756)
H (-0.17920, 0.75911, 1.87746)
H (0.51644, 1.31429, -0.36192)
H (-1.01747, 0.57595, -1.04784)
H (1.16275, -0.85241, 0.52484)
H (0.07749, -1.68412, -0.29020)
H (1.47293, -0.00740, -2.05650)

Computed properties:
Orbital gap ... 6.2 eV
Lowest unoccupied orbital energy ... 3.952 eV
HOMO ... -2.20 eV
Net charge ... -1

---

Most favorable first, least favorable last: #w, #x, #z, #y

---

#w
# C8H11N

A single C8H11N molecule (ωB97M-V/def2-TZVPD, the Open Molecules 2025 dataset).

Cartesian coordinates (Å):
C (-0.40957, 2.19093, -0.93063)
C (-0.49693, 0.93794, -0.04224)
C (-1.34552, -0.06609, -0.77958)
C (-0.18775, 1.05235, 1.28372)
C (0.23213, -0.25317, 1.75393)
C (0.70061, -0.88085, 0.61808)
C (0.77975, -2.31933, 0.44328)
C (1.40780, -0.18598, -0.45204)
N (2.14986, 0.15416, -1.28046)
H (0.21877, 1.95740, -1.80435)
H (0.32142, 2.89484, -0.52508)
H (-1.42797, 2.51137, -1.07494)
H (-0.63103, -0.47469, -1.57087)
H (-2.11761, 0.46829, -1.19814)
H (-1.65096, -0.87593, -0.12129)
H (-0.12758, 2.02079, 1.77407)
H (0.21314, -0.77884, 2.67250)
H (1.60066, -2.82269, 0.91081)
H (0.86768, -2.65925, -0.50729)
H (-0.09690, -2.87122, 0.83052)

Computed properties:
Orbital gap ... 9.0 eV
Lowest unoccupied orbital energy ... 0.422 eV
HOMO ... -8.60 eV

---

#x
# C8H11N

A molecular structure, C8H11N (ωB97M-V/def2-TZVPD, the Open Molecules 2025 dataset).

Cartesian coordinates (Å):
C (2.28120, 0.52747, -0.10620)
C (0.59919, -1.18259, 1.32901)
C (1.29697, -0.33502, 0.36662)
C (-0.04123, -0.81501, -0.00286)
C (-0.44626, 0.57981, 0.04884)
C (-0.34803, -1.89937, -1.10095)
C (-0.55425, 1.36945, -1.25648)
C (-0.92191, 1.14017, 1.36920)
N (3.13786, 1.27080, -0.37011)
H (0.83035, -2.21596, 1.28852)
H (0.26905, -0.63317, 2.14857)
H (-0.95406, -2.65934, -0.63674)
H (0.59590, -2.34747, -1.36222)
H (-0.86038, -1.44441, -1.91359)
H (0.30118, 1.31188, -1.75502)
H (-0.72143, 2.42677, -1.18875)
H (-1.31892, 0.93997, -1.76635)
H (-1.63757, 1.92212, 1.05024)
H (-0.12885, 1.66511, 1.85543)
H (-1.37879, 0.37879, 2.00283)

Computed properties:
Orbital gap ... 8.7 eV
Lowest unoccupied orbital energy ... 0.741 eV
HOMO ... -7.97 eV

---

Most favorable first, least favorable last: #w, #x